(1)
73
Properties=species:S:1:pos:R:3 method="wB97M-V/def2-TZVPD" homo_lumo_gap_ha=0.243 largest_force_ev_per_a=1.990 de_lowest_kj_mol=139.4 e_tot_ha=-3151.7936
H 3.42240 -1.44179 3.64890
H 5.38342 1.49526 -1.98537
O -0.52206 1.87716 2.40731
C 0.54661 -3.64428 -3.10488
C 3.73154 0.16858 -1.78458
H -1.81898 4.69787 1.55568
C 0.13013 -3.29295 -1.81958
C -2.74266 0.21038 -4.36791
H -0.06035 4.67163 1.81779
H 3.94736 3.53176 -1.70520
H 2.38609 -1.90650 -1.80387
C 2.43748 0.31293 2.91561
H -3.34553 2.28025 1.83831
S -1.06616 -1.40849 2.05320
H -4.25592 -0.75513 -3.18546
H -0.15308 -0.10970 3.79500
N 1.73572 -1.13333 -1.82938
C 4.31669 1.40605 -1.82178
C -0.38717 -4.26962 -0.97805
C -1.38348 0.44585 -4.51840
H -0.96916 -1.59624 4.38680
C 0.44358 -4.95740 -3.53354
C -3.19692 -0.56344 -3.30578
C -2.29188 -1.08279 -2.39447
O -1.74173 3.25342 3.68556
C -0.09281 -5.92788 -2.69126
H -1.93041 -0.15276 3.87104
H -0.91498 -6.34075 -0.75576
Zr 0.11676 1.24389 0.56323
C -3.12419 2.95306 -0.10009
H -3.57110 2.70558 -1.06255
P 0.15138 -1.54974 -1.23868
C 3.52809 2.53745 -1.66492
C 2.20644 2.36717 -1.35990
N -0.67239 3.35546 0.33050
H -0.18456 -6.95016 -3.03507
S 2.15874 2.61124 1.50169
N 1.58820 1.15692 -1.31679
H -3.44882 0.63788 -5.06885
H 4.27437 2.06000 4.21976
C -1.03148 -0.74396 3.70750
C -0.92873 -0.84478 -2.54143
H 3.26736 3.45664 3.83115
O -1.34196 -0.21475 1.10936
H -4.70236 2.19275 0.93964
H -2.73732 -2.89785 2.85604
H -2.65032 -1.66680 -1.55192
H -2.96145 -2.45559 1.13905
H -0.68741 -4.00354 0.03028
C 3.24661 2.39096 4.04700
H 0.76801 -5.22408 -4.53155
C 2.88439 -0.57633 4.04497
C 2.35009 0.07965 -1.59592
H 0.58273 0.11437 -3.72390
H 3.54335 -0.04903 4.73419
C -2.72803 -2.07866 2.13554
N -3.69940 2.06600 0.91114
C -1.64057 2.70350 -0.26229
C 2.60643 1.63952 2.89557
H 2.03540 -0.96303 4.61946
O -1.24407 1.69578 -0.97508
C -0.93228 4.06680 1.57720
S 1.69855 -0.55546 1.55464
H 4.30723 -0.73703 -1.92673
H -3.43199 -1.29308 2.40897
H 0.93935 -2.88343 -3.77048
H 1.55807 3.22154 -1.21767
C -0.47610 -0.08475 -3.60920
H -1.02599 1.05017 -5.34320
H -3.28636 4.01495 0.10152
C -1.09311 3.02175 2.68900
H 2.68549 2.24605 4.97271
C -0.50481 -5.58511 -1.41382



(2)
9
Properties=species:S:1:pos:R:3 method="wB97M-V/def2-TZVPD" smiles=SC[Si](Cl)(Cl)Cl homo_lumo_gap_ha=0.324 largest_force_ev_per_a=3.795 de_lowest_kj_mol=132.8 e_tot_ha=-2108.2580
H 0.09500 -1.23759 1.45389
S -0.38803 0.91655 1.77121
Cl 1.95360 -0.78294 -2.12090
Cl -1.40366 -0.41427 -2.60039
H -1.47986 -0.88869 0.75387
Si 0.25114 0.00840 -1.39244
H 0.87688 0.91731 2.32456
C -0.46691 -0.56063 0.74145
Cl 0.56184 2.04186 -0.93125



(3)
111
Properties=species:S:1:pos:R:3 method="wB97M-V/def2-TZVPD" charge=-1 homo_lumo_gap_ha="0.170 / 0.170" largest_force_ev_per_a=0.615 de_lowest_kj_mol=577.8 e_tot_ha=-2921.2047
H -2.44014 1.92806 2.70661
C 1.11829 4.43395 1.45588
Tl -0.45081 0.53963 0.46300
H -1.85082 3.79284 1.57762
H 3.85193 -3.04127 0.73163
C 0.82102 -1.27426 -2.28138
H -3.76410 1.76852 1.80038
C 2.00453 2.33371 3.68366
C 0.02482 3.68729 -0.39306
C -0.37558 -3.28519 1.12020
H 0.21587 5.93273 -5.62724
C 3.87206 -1.90504 5.67641
C -0.78506 1.73619 -3.60516
H 0.95758 1.32128 5.25824
C 4.02270 2.71899 5.62059
C -6.53812 -0.91062 -2.16163
H -0.55390 -0.18336 -4.66973
C -0.38872 -1.26228 2.96779
O -2.21351 -7.10736 -0.46849
C 3.04280 -2.46642 0.30899
C 1.86111 1.85212 4.99314
H 1.97276 -0.73852 -4.68212
N -1.44249 -2.37959 1.09936
H -6.54727 -0.54231 -3.19204
C -2.43210 -3.77487 -0.58984
H 3.36824 3.32324 2.35339
O -6.87455 -2.28780 -2.10230
C 4.18533 3.20020 4.32711
N -2.83804 3.53242 1.59402
C 1.83007 -2.63332 -5.68136
H -4.93720 -2.67627 -0.82634
C -1.46838 -1.33456 1.94416
C 0.75580 3.03294 1.62489
C -3.32764 0.74048 -1.11654
C 2.91441 -1.60593 4.72262
H -1.80636 5.63771 -1.14181
C 1.63806 -1.76615 -4.61479
C 2.23752 -1.48260 1.01995
C 3.24563 -1.49556 3.36098
H -0.31947 -2.13606 3.62062
C 2.54051 -2.57641 -0.94958
H 1.88770 -1.43245 5.02651
H 2.72189 1.63794 6.94066
C -0.37354 3.44778 -1.72415
H 0.76400 5.81698 -0.21186
H 2.90941 -3.21872 -1.73650
H 5.09961 3.71206 4.05073
H -7.70087 -2.42120 -2.57521
H 1.56171 -4.63236 -6.42719
C 2.85759 2.03606 5.94144
C 0.10441 -0.05431 -2.54308
C -0.43410 2.11747 -2.28364
C 3.20107 2.99897 3.37253
C -4.56056 0.55418 -1.70227
H 4.90243 -1.48490 1.99265
C 2.21910 -1.16789 2.38520
H -0.52730 -6.37869 -1.44596
H 0.45265 -5.09397 0.48155
N 0.04486 0.98400 -1.64982
C -0.59733 4.62720 -2.59099
H 2.31404 -2.27586 -6.58248
H 5.95057 -2.32980 6.05748
N 0.06557 2.69003 0.50629
C -0.40966 -4.44113 0.40431
H -2.14880 7.66068 -2.50649
C -0.03862 4.74094 -3.86908
H -2.82020 1.69783 -1.16819
C 0.91175 -0.58703 2.72531
H -3.10047 3.65961 0.61795
C 0.65131 4.83856 0.23195
H -1.15533 7.81595 -4.77477
C 0.31801 0.76786 2.49910
C 0.61906 -3.52852 -3.36297
H -2.10465 -5.94218 -2.10753
H 6.58802 -2.06991 3.67429
H 0.58146 3.93446 -4.24058
H 0.14109 -3.86767 -2.45203
C -1.36079 5.70517 -2.12756
H -5.03752 1.37077 -2.23018
C 0.99194 2.08705 2.64009
N 1.30082 -0.99686 0.13249
C -1.48381 -4.76589 -0.43357
H -1.18969 2.38699 -4.36580
C -5.16684 -0.69255 -1.58613
C -0.23996 5.87198 -4.64615
C -1.00042 6.93267 -4.16776
H -1.82527 -7.15340 0.41092
C 1.41289 -3.95589 -5.59464
C -4.49091 -1.69828 -0.92491
N -2.79566 2.07655 1.76534
C -1.55505 6.84357 -2.89842
C -3.22102 -1.44573 -0.39972
C -0.45840 0.39565 -3.76441
H 0.46596 -3.01341 1.73131
C 4.59743 -1.65210 3.01751
C 5.20067 -2.09939 5.31125
H 1.65569 5.03691 2.17173
N -0.02523 -0.03435 3.73267
H 3.58047 -1.98249 6.71752
H -3.19453 -3.89117 -1.35070
C 0.81009 -4.40197 -4.42645
N -2.68212 -0.22798 -0.46458
H -2.43456 -0.86632 2.07210
H 4.80140 2.85668 6.36071
C 1.47019 -1.60849 -1.08602
C -1.54146 -6.05945 -1.18164
C -2.40236 -2.57507 0.10119
H -7.25633 -0.31364 -1.58904
C 5.55189 -1.96223 3.97405
H 0.47908 -5.43085 -4.34493
C 1.02072 -2.19503 -3.43723



(4)
11
Properties=species:S:1:pos:R:3 method="wB97M-V/def2-TZVPD" s2=1.74 charge=+3 homo_lumo_gap_ha="0.296 / 0.190" spin_multiplicity=2 largest_force_ev_per_a=7.344 de_lowest_kj_mol=0.0 e_tot_ha=-657.9470
C 1.24255 -0.97080 0.29813
H -2.66876 1.73236 0.37616
Al 3.12399 0.93683 0.26382
O 2.33786 -0.37540 0.01469
O -0.84340 -0.31689 -0.83320
C 0.46264 -0.53771 -0.80545
O -1.98167 1.38261 -0.20919
O -1.84514 -0.36694 1.21235
C -1.59142 0.20235 0.19484
H 0.87141 -1.22213 1.29405
H 0.89194 -0.46428 -1.80620



(5)
17
Properties=species:S:1:pos:R:3 method="wB97M-V/def2-TZVPD" charge=+1 homo_lumo_gap_ha="0.233 / 0.222" largest_force_ev_per_a=5.105 de_lowest_kj_mol=265.5 e_tot_ha=-1063.3633
C 1.56939 -0.51929 0.88227
N 0.69033 0.27556 0.30039
C -2.26534 0.54778 -0.45876
H 1.64923 0.88148 2.29423
H 0.09993 -1.17686 -1.01219
H 2.48943 -0.66214 2.62936
N 1.81612 -0.10035 2.17032
S 1.80145 -2.70163 -1.28339
C -0.03872 -0.10263 -0.71584
H -2.78868 1.44286 -0.60552
S 2.24066 -2.04650 0.49249
C -1.00112 0.66591 -1.41744
H -2.83718 -0.39189 -0.55738
H 0.57940 1.19752 0.58861
H -1.44833 0.36680 -2.45026
H -1.93554 0.60491 0.56905
H -0.62103 1.71848 -1.42593



(6)
20
Properties=species:S:1:pos:R:3 method="wB97M-V/def2-TZVPD" smiles="CNC(N)=O.O.O.O" homo_lumo_gap_ha=0.394 largest_force_ev_per_a=6.545 de_lowest_kj_mol=216.2 e_tot_ha=-493.8439
H -2.35795 1.32605 2.30913
H 4.34487 -0.73660 -2.23681
H 1.81915 -0.59742 -2.85406
H -1.41966 0.30971 1.59447
H 0.86640 -0.16664 1.94110
H 0.20399 -1.30387 2.68634
N 2.22810 -0.65760 -1.85335
H 3.65935 -2.42966 -1.87349
O 1.97339 0.14440 0.29619
H 4.05049 -0.97121 -0.65899
H -0.04971 1.10449 -0.25210
H -6.38975 0.16141 1.25173
H -5.94923 1.50803 0.63866
N 0.50646 1.00336 -1.12412
C 3.62383 -1.19260 -1.72455
H 0.09467 1.06031 -2.02184
O -6.64705 0.97978 1.01297
O 0.06978 -0.42709 2.23765
C 1.67414 0.14218 -0.86607
O -2.30125 0.74299 1.49714



(7)
132
Properties=species:S:1:pos:R:3 method="wB97M-V/def2-TZVPD" charge=+1 homo_lumo_gap_ha=0.058 largest_force_ev_per_a=7.184 de_lowest_kj_mol=722.6 e_tot_ha=-6144.1251
H 5.13834 3.51742 -0.70936
C -6.13265 5.48402 -3.99927
H 4.94039 -3.67842 0.76143
H -8.13490 -0.41169 -5.29367
C -1.34776 -0.58058 3.65483
C 5.76096 2.89441 1.41841
H 1.74251 3.17447 -1.36642
O 2.80734 0.05466 0.13184
H 1.49762 -5.39246 4.28890
B -4.38760 5.12687 -2.59554
C -8.07757 -1.35416 -4.73865
S 3.62860 -0.11210 6.21624
S 3.37939 -0.01825 1.53577
H 6.24821 -1.56395 -3.58922
O 6.68538 -2.89418 -2.04446
C -6.56493 -0.03247 -2.38084
O -2.57117 -1.13716 4.18042
N 0.63650 -2.52780 -2.22804
H -8.37168 -2.17535 -5.40191
C -1.33100 -0.37988 2.06715
C -0.08600 -5.75862 5.34753
O -6.78719 5.67850 -4.99177
H 1.55789 -1.71750 1.84122
H -6.09389 0.93070 -2.16096
H 6.36657 3.87294 1.28810
C -1.62712 -1.67639 -2.60387
O 2.58282 4.47168 5.75067
O -6.05315 -0.41834 -3.65813
C 2.49033 2.32243 4.60943
H 2.60738 2.85403 -3.63435
O 0.54561 -5.40841 4.12330
H 5.08545 1.72045 -0.36277
H 6.34682 -0.38397 -1.37080
C -6.64020 5.35376 -2.63111
C -2.32142 5.55509 -1.78560
C 2.57869 -1.50922 2.34510
C 3.18318 3.36994 5.59334
H 3.73912 2.78218 0.37784
C 1.22263 2.47868 -2.02936
C 4.91679 3.10059 2.79054
H 7.50102 0.20976 -2.56757
F 4.68938 -2.42185 6.71327
C 3.60660 -0.10554 4.32727
C -6.64522 -1.57188 -4.26364
O -1.63005 3.27231 -1.74311
C 3.44614 -2.85030 2.19345
O 1.05609 -0.44119 4.05311
O 7.37586 -1.99828 5.24760
H 6.50552 2.04028 1.57943
O 0.72883 3.71341 -5.40164
H 2.28639 0.11654 6.58055
H 0.14819 2.54545 -1.82685
H -1.16517 -5.78491 5.19199
Be 0.57819 1.09991 2.89037
C 6.99607 -1.89081 -2.84508
C -0.26487 -3.17897 -1.29921
H -5.35394 -3.43266 -1.41448
S 3.00223 -4.24308 -1.83899
Li -3.96413 5.80353 -5.95463
S 2.98061 -1.48521 -3.10524
O -7.79277 5.42203 -2.29545
Cl 4.72320 3.15292 6.52779
C 2.93304 -4.30685 0.03512
H 8.06393 -0.81345 -1.24439
O -5.61858 5.14290 -1.79251
N -1.57654 -2.66355 -1.53583
H -6.13042 -3.26334 0.20311
H 5.54796 3.84773 3.41271
H 7.90380 -1.97844 -3.46691
C -0.13857 -1.58758 -3.03909
H -1.24439 0.46743 4.14330
C 0.71336 2.35699 -5.51963
C -0.03017 -1.40714 4.10833
H -0.92076 -1.36047 1.61134
O -8.97783 -1.35282 -3.63597
H -5.13083 -1.23929 -1.31653
H 1.35881 4.92125 -3.82708
H -6.91914 -4.19628 -1.09504
H 0.15111 -5.01354 6.11113
O 4.86529 -0.16314 1.42353
C -10.08996 -0.49689 -3.83663
H 4.61975 -0.58684 4.04018
H 1.71742 1.73980 5.22300
O 1.02619 1.75691 -4.33603
C 2.10667 -2.71899 -2.38125
H 3.91447 3.64594 2.61584
H -2.64035 -2.09714 3.98729
H -10.65051 -0.44616 -2.90276
H -10.73851 -0.89209 -4.62262
C 3.90102 -3.17998 0.69037
H -0.04146 -3.98475 -0.52372
H 1.86770 2.95118 3.85701
H 4.37933 -2.72431 2.85572
O 4.81011 1.89916 3.60521
H -0.49928 0.42723 1.85487
H 2.78870 -3.73620 2.54083
H 0.25629 -6.74447 5.66995
H -6.40320 -0.52098 -0.28648
H 1.86983 -4.14159 0.42336
H -0.26844 -1.78259 5.17493
C -6.20247 -0.99318 -1.25372
C -6.30528 -3.32111 -0.87896
H -6.55862 -2.44379 -3.61470
H 6.46480 -1.70685 5.37944
C 7.23945 -0.65185 -1.94433
O 2.83716 1.32000 2.38699
H 3.99330 -2.27342 0.00472
H 0.28647 -0.92312 -3.86433
H -2.33383 -0.06315 1.62758
H 3.30156 -5.33813 0.38798
H 7.38996 -2.88544 5.62567
C 3.47474 1.41477 3.73037
C -2.46749 4.10974 -1.97595
H -7.63850 0.15228 -2.42868
H 0.11543 -2.29058 3.37650
O -3.45175 6.16952 -2.14956
H -0.20754 4.10123 -3.61991
O -1.34354 6.12039 -1.36846
O -4.80003 5.35254 -3.99767
Na -3.50194 -3.62742 -0.34022
O -6.99563 -2.17809 -1.32391
C 0.81007 3.99537 -4.00678
O 0.45367 1.76473 -6.52942
C 2.36123 -1.05963 3.90510
H 1.52614 1.45761 -1.77922
Cl 2.45264 -2.54128 5.02297
C 4.84570 2.75210 0.10248
H -6.03192 -1.77967 -5.14524
H -9.76038 0.51641 -4.09039
O -3.68389 3.84225 -2.45525
C 1.52453 2.78603 -3.48073
H -2.53833 -1.11930 -3.02198



(8)
13
Properties=species:S:1:pos:R:3 method="wB97M-V/def2-TZVPD" smiles="O/[NH+]=C/N(O)[SiH3]" charge=+1 homo_lumo_gap_ha=0.368 largest_force_ev_per_a=5.143 de_lowest_kj_mol=195.8 e_tot_ha=-591.3390
H -2.53542 -0.43017 1.46072
H -1.23012 1.95891 0.59829
N -0.50961 0.26427 0.04405
C 0.52966 -0.41007 -0.18172
H 3.45691 -0.99672 -0.66035
H -2.92886 0.63103 -0.72788
O -0.36705 1.58807 0.34154
H 2.11072 1.12665 0.36143
O 3.11489 -0.50794 0.10597
N 2.17695 0.36879 -0.32215
H 0.53583 -1.45589 -0.42074
H -2.08505 -1.70968 -0.62710
Si -2.26885 -0.42726 0.02794